The following is a DFT calculation (ωB97M-V/def2-TZVPD) of one molecule with the formula C21H18N4O6 at a distorted geometry.

Its relative energy (zero: lowest compared OMol25 entry of this formula, charge and spin) is 13.0 kJ/mol. The orbital gap is 8.1 eV.

Atoms and positions in Å:
N (-0.68529, -4.44954, 1.03585)
H (-2.07595, 2.72227, 0.12759)
C (-2.50324, 5.89017, -0.95280)
C (-2.53411, 4.80494, -0.07479)
C (1.69724, -2.92999, 1.80787)
C (2.84811, -4.85854, 0.92526)
C (-1.68151, -2.66825, 0.01826)
C (1.84560, -0.21742, 2.58508)
H (-2.68469, -3.09997, 0.09899)
H (2.26917, -0.60713, -1.95068)
C (2.24990, 0.32862, -1.38528)
H (4.88388, -2.15519, 1.02079)
C (-1.60398, 3.49106, -1.83916)
C (2.84961, -2.17151, 1.65936)
H (-2.90510, 4.94385, 0.92982)
C (3.99781, -4.09809, 0.78508)
H (4.89763, -4.54972, 0.39628)
C (-2.00687, 5.69851, -2.24017)
C (-2.68256, -0.63178, -0.95622)
H (-1.56242, -4.97507, 1.09786)
C (-1.55316, -1.36031, -0.59317)
C (4.00046, -2.76339, 1.13420)
O (1.05559, 1.04491, -1.61514)
H (2.39861, 0.11608, -0.32357)
H (0.80313, -2.50055, 2.22756)
H (2.15809, 0.81078, 2.76145)
N (-0.63997, -3.25690, 0.44956)
C (1.69242, -4.26564, 1.41447)
C (0.45114, -5.07784, 1.50099)
H (-1.96639, 6.51837, -2.94417)
C (-0.28124, -0.82096, -0.80962)
O (-1.11391, 2.37288, -2.37133)
H (3.04830, 0.98020, -1.73526)
O (-2.89777, 8.09194, -1.32086)
H (2.83196, -5.90075, 0.64823)
H (0.96133, -0.22227, 1.93788)
O (2.94595, -0.84747, 1.97082)
H (1.59776, -0.68810, 3.54113)
N (-1.57337, 4.53504, -2.66463)
C (-0.12480, 0.43321, -1.37723)
H (-3.66780, -1.04242, -0.79901)
O (-3.41276, 7.26853, 0.59865)
H (0.56903, -1.41747, -0.52279)
C (-2.54061, 0.62229, -1.52068)
O (0.38703, -6.21193, 1.91802)
N (-2.97093, 7.17651, -0.52857)
C (-2.08260, 3.58582, -0.51860)
H (-3.40761, 1.19465, -1.81551)
C (-1.28110, 1.15757, -1.73182)

The following is a DFT calculation (ωB97M-V/def2-TZVPD) of C21H18N5O5S4SbTi as an isolated structure at a distorted geometry.

Its relative energy (zero: lowest compared OMol25 entry of this formula, charge and spin) is 54.3 kJ/mol. The total charge is -1. The orbital gap (spin up / spin down) is 4.2 / 5.2 eV. The spin multiplicity is 4.

Atoms and positions in Å:
C (-4.08243, -0.71570, -0.62663)
H (5.36743, 6.30336, -3.11417)
H (-7.04038, -0.17941, -2.32010)
H (-1.25317, -4.06021, 5.38576)
S (1.03829, -0.42819, 6.17230)
H (-3.18186, 1.61120, -2.97683)
N (1.83378, -3.83296, -1.01606)
H (1.79714, 4.42842, -0.48120)
O (5.26101, 4.22672, -3.41089)
H (5.30861, 1.53136, -2.71512)
O (1.21306, -2.27455, 0.55729)
C (4.57458, 2.16557, -2.24046)
C (-1.92680, -2.34908, 2.03786)
C (3.72646, 1.65279, -1.25038)
C (2.61602, 3.81464, -0.92558)
C (4.62949, 5.55770, -3.48724)
H (4.14798, 5.71130, -4.44803)
H (-4.17192, -2.12381, 0.95897)
C (2.12928, 1.86607, 0.63776)
S (-0.28125, 1.08974, 3.15771)
H (3.77979, 0.55761, -1.04970)
N (-3.52377, -1.58913, 0.38618)
C (-5.15646, 0.88544, -2.67860)
C (-5.98260, -0.06316, -2.03130)
Ti (0.57473, -0.47144, 1.72447)
O (1.56206, 0.65294, 0.44014)
C (-0.57780, -2.65011, 3.88557)
C (1.59192, -2.53156, -0.62972)
N (-1.32434, -0.67333, 0.45066)
S (-1.58237, 0.40271, -0.79968)
H (1.63787, -0.60464, -1.23312)
O (2.08518, 2.49897, 1.69339)
S (2.34064, -0.83991, 3.07927)
H (-3.24022, -4.74880, 4.03453)
H (1.97687, -3.98849, -2.03336)
H (2.03464, -1.75311, -2.49036)
C (3.48875, 4.30627, -1.89922)
C (-5.40729, -0.87920, -1.04362)
C (-1.40726, -3.66084, 4.36803)
H (0.21410, -2.21261, 4.46884)
N (1.74396, -1.55362, -1.56394)
Sb (1.76227, 1.17943, 4.67496)
H (-5.98314, -1.63439, -0.52804)
C (4.50238, 3.53304, -2.48067)
C (2.83691, 2.47432, -0.56739)
C (-3.27011, 0.23473, -1.24120)
H (-3.70053, -3.56428, 1.93114)
C (-3.78437, 0.95758, -2.34025)
C (-2.81283, -3.29905, 2.47601)
N (-0.77728, -2.09024, 2.68537)
H (-5.60331, 1.61452, -3.35248)
H (1.56693, -4.54710, -0.34979)
C (-2.27456, -1.48690, 0.91159)
O (3.55350, 5.54253, -2.45091)
C (-2.54956, -3.99314, 3.65821)

The following is a DFT calculation (ωB97M-V/def2-TZVPD) of one molecule with the formula C21H18N6O2S at a distorted geometry.

Its relative energy (zero: lowest compared OMol25 entry of this formula, charge and spin) is 160.9 kJ/mol. The orbital gap is 8.5 eV.

Atoms and positions in Å:
H (-2.55163, -3.17426, 1.58634)
H (-4.91709, -0.34143, -1.61462)
C (4.48290, 3.54671, -0.25449)
C (-6.18062, 2.00230, 0.47820)
C (5.35252, -0.01356, -1.21804)
N (-3.81586, 1.24576, 1.85571)
H (2.79000, 0.23102, -1.26952)
H (-2.67858, -4.03032, 0.01600)
C (-3.76250, -0.74281, 1.00482)
C (-5.54913, 0.44545, -1.23412)
H (4.27828, 4.48712, -0.74468)
H (4.77730, 2.48875, -2.09131)
C (1.32344, -1.11141, -0.53090)
C (1.06539, -2.31100, 0.11683)
C (4.45685, 3.46407, 1.12752)
H (4.69906, 2.18497, 2.82674)
N (-2.94690, 0.55720, 2.45467)
H (4.88669, 0.05973, -2.21061)
H (1.94665, -4.04273, 1.03181)
C (4.71858, 2.25552, 1.74935)
H (-0.27015, -3.57536, 1.00210)
C (2.13415, -3.10986, 0.51862)
H (-8.11807, 2.47849, -2.05396)
C (-7.32025, 2.02293, -1.48355)
C (-5.36667, 0.95371, 0.04683)
H (-6.72825, 0.63364, -3.01348)
O (-1.55533, -1.31447, -0.77337)
N (-2.87693, -0.67571, 1.97794)
C (3.69310, -1.51527, -0.38934)
C (-1.41086, -2.26067, -0.03542)
C (5.00740, 1.13384, 0.99306)
H (4.26266, -3.33347, 0.57019)
C (-2.60573, -3.05814, 0.50426)
N (-4.37447, 0.47260, 0.90425)
H (6.43800, -0.08194, -1.35729)
S (-4.12545, -2.16146, 0.09383)
H (4.23110, 4.33961, 1.71772)
C (3.42976, -2.71945, 0.26663)
C (4.76330, 2.42365, -1.01203)
C (-6.55300, 0.99519, -2.01277)
H (-6.04338, 2.43127, 1.46099)
H (5.21390, 0.18985, 1.47572)
O (5.00841, -1.23389, -0.59697)
C (2.62560, -0.71462, -0.77921)
H (0.50601, -0.48320, -0.84078)
N (-7.13264, 2.51676, -0.27106)
N (-0.23540, -2.76416, 0.40018)
C (5.02784, 1.20908, -0.39276)

The following is a DFT calculation (ωB97M-V/def2-TZVPD) of one molecule with the formula C21H18N8O4 at a distorted geometry.

The orbital gap is 8.4 eV.

Atoms and positions in Å:
C (-0.71832, 0.11275, 2.50164)
N (-3.49902, -0.50120, -0.12119)
C (0.80578, 2.66468, -1.95153)
H (2.69177, 2.87944, -1.25848)
C (4.42249, -1.56826, 0.06773)
C (4.37862, 1.42795, -0.17008)
C (3.30586, -4.96281, 1.32743)
C (-0.39586, -0.19017, 4.67510)
C (-1.03540, 1.06528, -1.06423)
O (-0.74378, -0.84569, 3.47514)
C (3.16927, 0.55040, -0.36645)
H (5.09421, 0.95246, 0.49243)
H (1.17741, -3.29469, 1.19509)
C (-0.34077, 1.33495, 3.06516)
N (-4.91683, -1.58612, -1.45546)
H (4.86422, 1.63315, -1.12535)
N (1.92509, 2.20886, -1.32262)
C (3.28393, -3.53095, 0.89127)
O (-0.13023, 1.17078, 4.40383)
C (-0.98467, -0.01855, 1.16409)
C (-0.85773, 1.13313, 0.37261)
N (-3.85689, -1.23596, -3.54632)
H (5.37809, -3.43110, 0.46731)
O (-4.61381, -1.23152, -0.18160)
H (0.06330, 3.41196, 2.73763)
N (2.06782, 0.94388, -0.88319)
C (-0.22099, 2.47022, 2.29985)
H (5.34021, -1.10922, -0.26864)
H (-1.27027, -0.96927, 0.75060)
H (-0.40442, 3.22155, 0.31126)
H (1.13825, -0.94483, 0.44889)
H (4.31413, -5.27849, 1.58372)
C (2.09059, -2.81477, 0.87332)
H (-1.22776, -0.26646, 5.39358)
C (-0.48118, 2.34786, 0.93985)
C (-3.98073, -1.08108, -2.22170)
H (2.65721, -5.11343, 2.18786)
N (-1.78122, 0.52191, -3.08064)
C (-0.30292, 1.68880, -2.07029)
H (2.94342, -5.60175, 0.52157)
C (2.06087, -1.50113, 0.45721)
H (0.50176, -0.66095, 5.10618)
H (4.08543, 2.37844, 0.27781)
O (0.74537, 3.80398, -2.35999)
C (-3.06216, -0.37825, -1.34214)
C (4.44295, -2.88912, 0.47381)
N (-1.96470, 0.34045, -1.75731)
H (-3.18178, -0.63915, -4.00538)
H (-4.63779, -1.61094, -4.05421)
N (-0.80991, 1.31571, -3.26309)
C (3.22823, -0.84976, 0.05814)

So what do the calculations give for calculated total energy? Going down the list: -40310.267, -112755.852, -45938.873, -42176.100 eV.